Record 1
ORCA calculation (ωB97M-V with the def2-TZVPD basis set) on an isolated molecule of C9H14N4O3 at a distorted geometry.

The charge is 0. The SMILES is C[C@H](NC(=O)[C@@H](N)Cc1c[nH]cn1)C(=O)O. The value obtained for the LUMO energy is 0.6 eV. Its orbital gap is 0.3628 Eh. Its HOMO energy is -9.25 eV. The calculation puts the energy above the lowest of the compared OMol25 structures with the same formula, charge and spin at 12.0 kcal/mol. The spin multiplicity is 1.

Last column: Löwdin charge in e.
CARTESIAN COORDINATES (ANGSTROEM)
C: 0.694 0.809 -1.665  -0.283
C: -0.136 -0.387 -1.211  -0.461
C: 2.076 0.793 -0.968  -0.090
C: 2.002 0.814 0.544  -0.290
C: 2.974 0.491 1.421  -0.045
C: 1.196 1.145 2.450  -0.207
C: -2.376 -1.033 -0.277  -0.221
C: -2.074 -1.607 1.143  -0.500
C: -2.682 -2.123 -1.346  -0.035
H: 0.361 2.905 -1.820  0.078
H: -0.073 2.210 -0.407  0.054
H: 0.871 0.635 -2.736  0.152
H: 2.678 1.678 -1.363  0.136
H: 2.570 -0.136 -1.280  0.116
H: 3.985 0.098 1.299  0.130
H: 0.472 1.338 3.234  0.134
H: 2.904 0.489 3.537  0.150
H: -1.618 0.900 -0.864  0.128
H: -3.296 -0.411 -0.154  0.161
H: -3.593 -2.617 -0.958  0.083
H: -2.737 -1.682 -2.354  0.088
H: -1.910 -2.915 -1.309  0.084
H: -0.713 -0.274 1.211  0.094
N: -0.039 2.069 -1.419  0.030
N: 0.882 1.237 1.205  0.087
N: 2.449 0.715 2.676  0.084
N: -1.348 -0.076 -0.740  0.072
O: 0.315 -1.551 -1.226  0.051
O: -2.752 -2.495 1.597  0.107
O: -1.082 -1.020 1.780  0.113

Record 2
ORCA calculation (ωB97M-V with the def2-TZVPD basis set) on a structure of composition H8N3O13Zn3 at a distorted geometry.

The charge is +3. The value obtained for the LUMO energy is -14.4 eV. Its orbital gap is 0.0782 Eh. Its HOMO energy is -16.50 eV. The spin multiplicity is 1.

Last column: Löwdin charge in e.
CARTESIAN COORDINATES (ANGSTROEM)
Zn: -3.622 -3.991 -0.496  0.974
Zn: 1.716 2.943 -2.543  1.240
Zn: 2.991 -1.402 3.981  1.013
N: 2.689 3.233 4.665  -0.556
O: 3.101 3.757 5.725  0.249
O: 1.776 3.683 3.996  0.192
O: 3.236 2.199 4.257  0.131
N: -4.361 -2.039 -5.030  -0.587
O: -4.346 -2.674 -3.968  0.158
O: -5.437 -1.691 -5.428  0.280
O: -3.329 -1.730 -5.604  0.220
N: 0.156 -0.886 0.005  -0.601
O: 0.813 -0.251 -0.827  0.097
O: -0.968 -1.357 -0.238  0.069
O: 0.615 -0.944 1.121  0.093
O: -2.392 -4.791 2.404  -0.100
H: -1.614 -5.317 2.589  0.045
H: -2.549 -4.302 3.211  0.045
O: -1.106 2.864 -3.953  -0.080
H: -1.323 2.990 -4.876  0.058
H: -1.890 2.468 -3.573  0.049
O: 5.131 -1.700 1.513  -0.098
H: 5.393 -0.965 0.958  0.041
H: 5.471 -2.474 1.064  0.050
O: 0.056 3.976 0.005  -0.078
H: -0.768 4.410 0.225  0.060
H: 0.560 3.990 0.818  0.036

Record 3
ORCA calculation (ωB97M-V with the def2-TZVPD basis set) on a structure of composition C31H48O2P2Zr at a distorted geometry.

The charge is +2. The value obtained for the LUMO energy is -7.9 eV. Its orbital gap is 0.1548 Eh. Its HOMO energy is -12.14 eV. The spin multiplicity is 1.

Last column: Löwdin charge in e.
CARTESIAN COORDINATES (ANGSTROEM)
Zr: 0.181 -0.033 -2.167  1.430
C: -0.547 -2.363 -0.155  -0.261
C: 0.737 -2.022 -0.844  -0.392
C: 0.751 -1.232 1.382  -0.227
C: -0.546 -1.786 1.112  -0.223
C: 1.556 -1.414 0.268  -0.244
C: -1.584 -3.286 -0.674  -0.042
H: -1.153 -3.967 -1.419  0.077
H: -2.445 -2.755 -1.116  0.071
H: -1.962 -3.897 0.159  0.092
C: -1.670 -1.857 2.074  -0.031
H: -2.195 -2.823 2.033  0.090
H: -2.404 -1.065 1.857  0.085
H: -1.340 -1.735 3.112  0.081
C: 1.177 -0.600 2.655  -0.022
H: 0.676 -1.056 3.516  0.087
H: 0.941 0.475 2.636  0.073
H: 2.256 -0.728 2.823  0.087
C: 3.022 -1.192 0.219  -0.040
H: 3.482 -1.509 1.171  0.096
H: 3.264 -0.120 0.071  0.058
H: 3.501 -1.793 -0.570  0.087
C: 1.382 -3.014 -1.791  -0.089
H: 1.986 -3.779 -1.255  0.106
H: 2.087 -2.518 -2.484  0.056
H: 0.628 -3.564 -2.384  0.074
C: -1.850 0.651 -5.345  -0.138
C: -2.103 -0.629 -5.023  -0.149
C: -1.200 -1.784 -5.280  -0.156
C: 0.325 -1.500 -5.175  -0.166
C: 0.788 -0.541 -4.121  -0.370
C: 0.713 0.914 -4.205  -0.382
C: 0.457 1.582 -5.571  -0.183
C: -0.799 1.102 -6.305  -0.168
H: -1.372 -2.176 -6.307  0.142
H: 0.716 -1.116 -6.139  0.120
H: -1.513 -2.608 -4.606  0.122
H: -0.574 0.317 -7.050  0.125
H: -2.521 1.448 -5.040  0.091
H: -3.125 -0.871 -4.659  0.127
H: -1.199 1.949 -6.890  0.130
H: 0.386 2.676 -5.438  0.106
H: 1.581 1.475 -3.870  0.005
H: 1.334 1.428 -6.239  0.134
H: 0.810 -2.464 -4.900  0.126
H: 1.565 -0.981 -3.427  0.071
P: -2.275 2.020 -1.845  1.135
P: 1.486 2.141 -1.481  0.843
C: -1.055 2.941 -2.908  -0.307
C: 0.345 3.328 -2.438  -0.325
H: -1.635 3.866 -3.050  0.115
H: -1.077 2.431 -3.885  0.048
H: 0.946 3.650 -3.295  0.101
H: 0.276 4.202 -1.782  0.084
C: 2.015 3.160 -0.090  -0.229
H: 2.359 2.495 0.724  0.069
H: 1.202 3.787 0.305  0.051
H: 2.850 3.804 -0.371  0.065
C: 3.166 1.924 -2.228  -0.230
H: 3.657 2.904 -2.313  0.066
H: 3.191 1.436 -3.206  0.045
H: 3.758 1.276 -1.563  0.052
C: -3.966 2.192 -2.512  -0.125
H: -4.551 1.320 -2.179  0.082
H: -3.958 2.173 -3.623  0.092
H: -4.431 3.109 -2.145  0.080
C: -2.163 0.212 -2.263  -0.265
H: -1.940 -0.502 -1.445  0.052
H: -1.501 0.101 -3.205  0.008
H: -3.091 -0.167 -2.710  0.086
O: -1.744 2.912 -0.303  -0.088
C: -1.165 2.179 0.666  -0.436
O: -0.597 1.085 0.424  -0.023
C: -1.331 2.590 2.112  -0.134
C: -1.443 1.585 3.090  -0.010
C: -1.811 1.962 4.389  -0.031
C: -2.072 3.292 4.734  -0.037
C: -1.970 4.273 3.761  -0.050
C: -1.593 3.931 2.461  -0.016
H: -1.267 0.533 2.814  0.083
H: -1.916 1.187 5.145  0.120
H: -2.360 3.573 5.746  0.125
H: -2.186 5.316 3.981  0.120
H: -1.538 4.673 1.671  0.115

Record 4
ORCA calculation (ωB97M-V with the def2-TZVPD basis set) on a structure of composition C12H28AgFN4O4 at a distorted geometry.

The charge is +1. The value obtained for the LUMO energy (spin up / spin down) is -1.9 / -6.3 eV. The expectation value of S² is 0.76. Its orbital gap (spin up / spin down) is 0.3682 / 0.2047 Eh. Its HOMO energy (spin up / spin down) is -11.87 / -11.87 eV. The spin multiplicity is 2.

Last column: Mulliken spin population.
CARTESIAN COORDINATES (ANGSTROEM)
Ag: -0.391 0.389 0.898  0.343
F: -0.197 0.320 3.224  0.591
C: -3.505 -0.181 1.247  0.002
O: -2.777 0.614 0.628  0.035
N: -4.855 -0.152 1.200  0.004
C: -5.592 0.824 0.379  0.001
C: -5.724 -0.883 2.155  0.001
H: -3.152 -0.918 1.986  -0.004
H: -6.223 1.435 1.024  0.000
H: -6.247 0.212 -0.241  0.000
H: -4.986 1.503 -0.221  0.000
H: -6.259 -1.579 1.508  0.000
H: -5.249 -1.581 2.844  0.000
H: -6.359 -0.174 2.687  0.000
C: -0.078 -2.693 -0.391  -0.003
O: -0.487 -1.530 -0.457  -0.001
N: -0.711 -3.760 0.182  0.001
C: -0.043 -5.030 0.558  0.000
C: -2.148 -3.746 0.651  0.000
H: 0.933 -2.959 -0.738  0.000
H: -0.462 -5.165 1.555  0.000
H: 1.038 -5.003 0.427  0.000
H: -0.346 -5.824 -0.125  0.000
H: -2.762 -4.353 -0.015  0.000
H: -2.202 -4.123 1.672  0.000
H: -2.668 -2.789 0.676  0.000
C: 3.161 -0.006 0.035  -0.002
O: 1.940 0.303 -0.163  0.023
N: 4.079 -0.101 -0.955  0.000
C: 5.329 -0.787 -0.652  0.001
C: 3.864 0.251 -2.351  0.001
H: 3.525 -0.133 1.067  0.000
H: 5.560 -1.086 0.370  0.000
H: 6.170 -0.162 -0.953  0.000
H: 5.427 -1.750 -1.154  0.000
H: 4.691 0.800 -2.801  0.000
H: 3.677 -0.651 -2.934  0.000
H: 2.923 0.792 -2.452  -0.001
C: 1.377 3.576 0.504  0.002
O: 0.477 2.779 0.694  0.008
N: 1.570 4.162 -0.661  0.000
C: 2.958 4.678 -0.894  0.000
C: 0.734 4.005 -1.827  0.000
H: 2.156 3.843 1.235  0.001
H: 2.888 5.657 -1.368  0.000
H: 3.566 4.037 -1.532  0.000
H: 3.614 4.997 -0.084  0.000
H: 1.278 3.306 -2.462  0.000
H: -0.285 3.687 -1.606  0.000
H: 0.777 4.949 -2.370  0.000

Number 1: DFT total energy -21664.1824 eV. Number 2: DFT total energy -176414.2040 eV. Number 3: DFT total energy -56857.7732 eV. Number 4: DFT total energy -33756.2026 eV.